Record 1
A 5-piece molecular cluster, C25H40Cl17NO3P overall. Source: the Open Molecules 2025 dataset; level of theory: wB97M-V/def2-TZVPD.

HOMO level: -12.481 eV
Orbital gap: 8.17 eV
Total charge: +1

CARTESIAN COORDINATES (ANGSTROEM)
1 C 4.895 -3.689 1.941
2 C 4.972 -3.970 0.323
3 C 4.186 -2.869 -0.605
4 C 5.077 -1.519 -0.958
5 C 4.025 -0.409 -1.551
6 C 4.511 1.151 -1.416
7 C 5.032 1.567 0.099
8 C 4.477 3.108 0.384
9 C 3.138 3.161 1.335
10 C 1.906 2.198 0.843
11 C 0.824 1.832 2.065
12 P 0.323 -0.019 1.720
13 C -1.075 -0.627 2.908
14 C -2.547 0.023 2.580
15 C -3.623 -1.166 2.172
16 C -4.038 -1.178 0.585
17 O -4.609 -2.248 0.007
18 O -3.832 0.002 -0.319
19 C -4.790 1.072 0.053
20 C -6.253 0.670 -0.612
21 N -0.187 -0.067 0.012
22 C -0.171 -1.377 -0.483
23 O 0.292 -2.443 -1.193
24 C 1.871 -1.059 2.134
25 Cl 1.502 -2.913 2.113
26 C 2.235 -0.727 3.732
27 C 3.689 0.005 3.929
28 H 4.532 -2.599 2.207
29 H 4.081 -4.429 2.385
30 H 5.914 -3.956 2.459
31 H 6.092 -4.025 -0.022
32 H 4.478 -5.016 0.112
33 H 3.143 -2.531 -0.178
34 H 3.975 -3.389 -1.655
35 H 5.632 -1.197 0.022
36 H 5.837 -1.814 -1.830
37 H 3.789 -0.598 -2.704
38 H 2.984 -0.505 -0.980
39 H 5.318 1.463 -2.226
40 H 3.556 1.822 -1.662
41 H 4.605 0.812 0.891
42 H 6.223 1.574 0.141
43 H 4.324 3.638 -0.660
44 H 5.390 3.672 0.901
45 H 2.727 4.278 1.289
46 H 3.469 2.858 2.417
47 H 2.287 1.173 0.400
48 H 1.263 2.738 0.001
49 H 1.397 1.946 3.096
50 H -0.155 2.481 2.012
51 H -1.117 -1.809 2.765
52 H -0.746 -0.392 4.007
53 H -2.947 0.500 3.582
54 H -2.480 0.872 1.765
55 H -3.234 -2.248 2.431
56 H -4.620 -0.980 2.797
57 H -4.364 2.083 -0.387
58 H -4.861 1.212 1.214
59 H -6.470 -0.490 -0.601
60 H -7.143 1.237 -0.063
61 H -6.183 1.009 -1.751
62 H 2.820 -0.815 1.453
63 H 1.410 0.026 4.142
64 H 2.112 -1.707 4.399
65 H 3.890 0.833 3.110
66 H 3.663 0.589 4.969
67 H 4.563 -0.770 4.021
68 C -5.843 4.951 -1.955
69 Cl -5.519 6.680 -2.234
70 Cl -6.103 4.668 -0.215
71 Cl -7.299 4.466 -2.860
72 Cl -4.450 3.989 -2.512
73 C 3.001 -7.252 4.180
74 Cl 3.961 -6.653 5.556
75 Cl 2.361 -5.869 3.257
76 Cl 4.034 -8.245 3.122
77 Cl 1.647 -8.239 4.786
78 C -9.599 3.825 -6.242
79 Cl -9.276 5.555 -6.520
80 Cl -9.859 3.542 -4.502
81 Cl -11.055 3.340 -7.147
82 Cl -8.207 2.863 -6.798
83 C -4.955 1.265 -9.197
84 Cl -3.435 0.918 -10.058
85 Cl -5.951 -0.211 -9.130
86 Cl -4.589 1.810 -7.540
87 Cl -5.848 2.544 -10.059

---

Record 2
One molecule with the formula C10H11NO2. Source: the Open Molecules 2025 dataset; level of theory: wB97M-V/def2-TZVPD.

Energy relative to the best compared isomer or geometry (same formula, charge and spin): 113.1 kcal/mol
HOMO level: -8.936 eV
Orbital gap: 9.38 eV
SMILES string: O=C(O)[C@H]1Cc2ccccc2CN1

CARTESIAN COORDINATES (ANGSTROEM)
1 O 1.275 1.443 2.061
2 C 0.851 0.244 2.260
3 O 1.415 -0.646 3.315
4 C -0.531 -0.171 1.804
5 C -0.987 0.938 0.941
6 C -0.522 0.627 -0.503
7 C -0.663 1.600 -1.605
8 C -0.109 1.366 -2.876
9 C 0.603 0.206 -2.983
10 C 0.414 -0.826 -2.093
11 C 0.051 -0.559 -0.841
12 C 0.183 -1.778 0.156
13 N -0.640 -1.577 1.451
14 H 2.271 -0.203 3.401
15 H -0.963 -0.157 2.697
16 H -2.100 0.907 1.078
17 H -0.353 1.783 1.545
18 H -1.009 2.465 -1.230
19 H -0.241 2.003 -3.677
20 H 1.228 0.194 -3.945
21 H 0.786 -1.914 -2.169
22 H 1.026 -1.896 0.639
23 H -0.263 -2.642 -0.438
24 H -1.725 -1.406 1.011

---

Record 3
One molecule with the formula C3H5NO2. Source: the Open Molecules 2025 dataset; level of theory: wB97M-V/def2-TZVPD.

Energy relative to the best compared isomer or geometry (same formula, charge and spin): 63.5 kcal/mol
HOMO level: -10.051 eV
Orbital gap: 10.49 eV
SMILES string: CN(C=O)C=O

CARTESIAN COORDINATES (ANGSTROEM)
1 C 1.505 0.070 0.270
2 N -0.261 -0.207 -0.115
3 C -0.681 1.071 0.019
4 O 0.143 1.920 0.297
5 C -1.232 -1.223 -0.424
6 O -1.034 -2.402 -0.561
7 H 1.874 -0.728 -0.334
8 H 1.527 -0.076 1.348
9 H 2.070 1.011 0.052
10 H -1.736 1.339 -0.113
11 H -2.280 -0.829 -0.544

---

Record 4
C22H31N7OPd as an isolated structure. Source: the Open Molecules 2025 dataset; level of theory: wB97M-V/def2-TZVPD.

Energy relative to the best compared isomer or geometry (same formula, charge and spin): 17.3 kcal/mol
HOMO level: -13.212 eV
Orbital gap: 7.77 eV
Total charge: +2

CARTESIAN COORDINATES (ANGSTROEM)
1 Pd -0.233 -1.288 -0.540
2 O -0.088 -3.047 2.951
3 C 0.098 -2.773 1.782
4 N -0.843 -2.386 0.890
5 C -2.178 -2.168 1.417
6 C -2.926 -1.335 0.444
7 C -4.251 -0.965 0.647
8 C -4.897 -0.208 -0.306
9 C -4.209 0.160 -1.460
10 C -2.901 -0.231 -1.590
11 N -2.260 -0.959 -0.658
12 C 1.441 -2.869 1.137
13 C 2.496 -3.513 1.752
14 C 3.716 -3.550 1.101
15 C 3.834 -2.940 -0.142
16 C 2.731 -2.314 -0.682
17 N 1.549 -2.279 -0.060
18 H -2.161 -1.696 2.403
19 H -2.689 -3.125 1.554
20 H -4.757 -1.282 1.549
21 H -5.927 0.089 -0.164
22 H -4.684 0.735 -2.241
23 H -2.331 0.020 -2.473
24 H 2.330 -3.962 2.721
25 H 4.567 -4.043 1.554
26 H 4.770 -2.942 -0.683
27 H 2.797 -1.833 -1.651
28 N 0.666 0.836 0.209
29 C 0.608 1.566 1.113
30 N 0.539 2.349 2.159
31 C -0.242 3.613 2.105
32 C -0.302 4.213 3.502
33 C -0.746 3.161 4.518
34 C 0.230 1.961 4.571
35 C 1.227 1.990 3.422
36 H -1.250 3.380 1.756
37 H 0.221 4.298 1.394
38 H -1.006 5.045 3.479
39 H 0.671 4.627 3.777
40 H -1.744 2.814 4.240
41 H -0.838 3.615 5.503
42 H -0.328 1.025 4.538
43 H 0.796 1.960 5.503
44 H 1.702 1.021 3.284
45 H 2.015 2.722 3.597
46 N 1.083 0.459 -5.212
47 C 1.391 -0.970 -4.821
48 C 0.467 -1.395 -3.692
49 N 0.535 -0.486 -2.543
50 C 0.249 0.900 -2.931
51 C 1.180 1.392 -4.022
52 H 0.137 0.505 -5.596
53 H 1.713 0.764 -5.954
54 H 2.436 -0.987 -4.513
55 H 1.274 -1.598 -5.701
56 H 0.727 -2.405 -3.382
57 H -0.568 -1.423 -4.041
58 H 1.462 -0.514 -2.125
59 H 0.339 1.540 -2.057
60 H -0.785 0.952 -3.280
61 H 2.220 1.379 -3.698
62 H 0.927 2.396 -4.356

---

Record 5
A 2-piece molecular cluster, C6H13N3 overall. Source: the Open Molecules 2025 dataset; level of theory: wB97M-V/def2-TZVPD.

Energy relative to the best compared isomer or geometry (same formula, charge and spin): 48.4 kcal/mol
HOMO level: -8.188 eV
Orbital gap: 9.12 eV
SMILES string: [H]/N=C(/N)C=C.C=CNC

CARTESIAN COORDINATES (ANGSTROEM)
1 H 1.272 -0.088 -0.741
2 N 1.589 -1.058 -0.876
3 C 0.595 -1.863 -0.678
4 N 0.850 -3.181 -0.918
5 C -0.836 -1.302 -0.439
6 C -1.912 -1.939 -0.920
7 H 1.849 -3.356 -0.956
8 H 0.359 -3.822 -0.308
9 H -0.981 -0.543 0.319
10 H -1.832 -2.755 -1.630
11 H -2.910 -1.706 -0.569
12 C 1.807 1.367 1.664
13 C 0.519 1.546 1.373
14 N -0.024 1.720 0.112
15 C -1.156 2.618 -0.096
16 H 2.574 1.380 0.898
17 H 2.111 1.096 2.669
18 H -0.228 1.486 2.163
19 H 0.692 1.845 -0.606
20 H -0.809 3.655 -0.107
21 H -1.899 2.508 0.700
22 H -1.630 2.394 -1.055

---

Record 6
A 10-piece molecular cluster, C34H55F3N6O10 overall. Source: the Open Molecules 2025 dataset; level of theory: wB97M-V/def2-TZVPD.

HOMO level: -10.322 eV
Orbital gap: 10.82 eV
SMILES string: O=C1OC[C@@H](F)O1.O=C1OC[C@@H](F)O1.O=C1OC[C@@H](F)O1.CCCC#N.CCCC#N.CCCC#N.CCCC#N.CCCC#N.CCCC#N.CO

CARTESIAN COORDINATES (ANGSTROEM)
1 O -3.338 1.023 1.209
2 C -4.547 1.207 1.226
3 O -5.461 0.369 0.805
4 C -6.739 0.992 0.832
5 C -6.459 2.385 1.208
6 F -7.212 2.611 2.252
7 O -5.048 2.398 1.543
8 H -7.110 1.103 -0.187
9 H -7.420 0.389 1.432
10 H -6.749 3.077 0.416
11 O -0.567 -0.876 4.945
12 C 0.521 -1.323 4.689
13 O 0.874 -2.581 4.728
14 C 2.132 -2.769 4.183
15 C 2.752 -1.426 4.265
16 F 3.377 -1.224 3.112
17 O 1.624 -0.556 4.359
18 H 2.663 -3.455 4.843
19 H 1.959 -3.176 3.187
20 H 3.502 -1.288 5.044
21 O 2.358 3.400 -1.898
22 C 2.680 3.209 -3.021
23 O 3.817 2.652 -3.467
24 C 4.121 3.098 -4.751
25 C 2.752 3.446 -5.340
26 F 2.317 2.282 -5.871
27 O 2.002 3.718 -4.086
28 H 4.781 3.965 -4.766
29 H 4.612 2.370 -5.398
30 H 2.692 4.269 -6.053
31 C 0.528 0.204 -3.451
32 C -0.152 -1.027 -2.909
33 C -0.376 -2.062 -4.083
34 C -1.226 -1.596 -5.132
35 N -1.955 -1.235 -5.936
36 H 0.630 0.948 -2.661
37 H -0.115 0.519 -4.273
38 H 1.477 -0.044 -3.926
39 H -1.105 -0.772 -2.445
40 H 0.461 -1.487 -2.133
41 H -0.890 -2.990 -3.834
42 H 0.571 -2.265 -4.582
43 C -3.743 2.044 -3.172
44 C -2.233 2.324 -3.151
45 C -1.731 3.659 -2.615
46 C -2.280 4.043 -1.358
47 N -2.714 4.364 -0.325
48 H -4.034 1.002 -3.310
49 H -4.200 2.610 -3.984
50 H -4.160 2.361 -2.217
51 H -1.924 2.300 -4.196
52 H -1.636 1.494 -2.771
53 H -1.766 4.444 -3.370
54 H -0.705 3.535 -2.267
55 C 4.109 2.012 4.949
56 C 3.314 3.275 4.381
57 C 2.423 3.117 3.134
58 C 3.196 2.450 2.109
59 N 3.821 1.870 1.296
60 H 3.432 1.197 5.205
61 H 4.749 2.350 5.764
62 H 4.697 1.577 4.142
63 H 4.053 4.072 4.296
64 H 2.703 3.766 5.138
65 H 1.986 4.051 2.781
66 H 1.636 2.372 3.249
67 C 4.738 -0.681 -2.673
68 C 3.973 -0.285 -1.425
69 C 3.458 -1.388 -0.542
70 C 4.416 -2.451 -0.291
71 N 5.138 -3.305 -0.091
72 H 4.162 -1.235 -3.414
73 H 5.584 -1.343 -2.486
74 H 5.135 0.200 -3.178
75 H 3.155 0.389 -1.680
76 H 4.705 0.354 -0.931
77 H 2.643 -1.809 -1.130
78 H 3.190 -0.998 0.440
79 C 0.505 1.198 0.194
80 C 0.031 0.669 1.494
81 C -0.767 -0.656 1.316
82 C 0.080 -1.849 1.045
83 N 0.771 -2.742 0.962
84 H 1.183 2.051 0.170
85 H -0.330 1.549 -0.413
86 H 1.061 0.446 -0.366
87 H -0.584 1.413 2.000
88 H 0.896 0.451 2.121
89 H -1.462 -0.486 0.494
90 H -1.447 -0.985 2.102
91 C -1.648 -5.482 1.856
92 C -1.647 -4.615 3.170
93 C -3.048 -4.197 3.628
94 C -3.681 -3.047 2.964
95 N -4.217 -2.144 2.485
96 H -2.313 -5.005 1.136
97 H -2.014 -6.501 1.977
98 H -0.709 -5.492 1.302
99 H -1.117 -3.676 3.013
100 H -1.124 -5.185 3.937
101 H -2.963 -3.794 4.637
102 H -3.814 -4.959 3.489
103 C -3.182 -2.697 -0.786
104 O -3.304 -4.014 -1.310
105 H -2.310 -2.594 -0.140
106 H -2.880 -2.059 -1.617
107 H -4.121 -2.242 -0.471
108 H -3.868 -4.574 -0.772